1.
A molecular structure, C34H35BF6I2N3O4SbZr. Source: OMol25; level of theory: ωB97M-V/def2-TZVPD.

Summary:
- highest occupied orbital energy (alpha / beta) (eV) = -10.761 / -10.761
- molecular weight (g/mol) = 1141.263
- frontier orbital gap (alpha / beta) (eV) = 6.82 / 4.53
- LUMO (alpha / beta) (Ha) = -0.145 / -0.229
- calculated total energy (Ha) = -3288.6843
- total charge = +1
- multiplicity = 2

The geometry in XYZ format:
```
87
C34H35BF6I2N3O4SbZr ωB97M-V/def2-TZVPD
Zr -0.06 -0.36 0.57
C -2.73 -0.89 -3.24
C -2.31 -2.19 -2.64
C -3.17 -3.25 -2.70
C -2.85 -4.50 -2.16
C -1.61 -4.73 -1.56
C -0.71 -3.71 -1.44
C 0.68 -4.01 -0.98
C -1.07 -2.38 -1.90
N -0.27 -1.32 -1.58
C 0.18 -0.56 -2.68
O 0.20 -0.97 -3.82
C 0.78 0.75 -2.30
C 1.26 1.64 -3.24
C 1.81 2.83 -2.79
C 1.89 3.08 -1.43
C 1.40 2.12 -0.56
N 0.85 0.99 -1.00
C 1.49 2.25 0.94
O 1.87 3.28 1.44
N 1.16 1.07 1.58
C 1.57 1.02 2.97
C 0.64 1.02 4.02
C -0.83 1.27 3.82
C 1.10 0.87 5.32
C 2.45 0.76 5.59
C 3.37 0.81 4.55
C 2.94 0.95 3.24
C 3.97 1.05 2.15
H -3.82 -0.86 -3.30
H -2.32 -0.80 -4.24
H -2.41 -0.03 -2.66
H -4.14 -3.12 -3.17
H -3.56 -5.32 -2.23
H -1.35 -5.72 -1.22
H 0.67 -4.65 -0.10
H 1.26 -3.11 -0.76
H 1.21 -4.55 -1.77
H 1.19 1.38 -4.29
H 2.19 3.55 -3.50
H 2.32 3.98 -1.02
H -1.02 2.35 3.85
H -1.41 0.81 4.62
H -1.23 0.93 2.87
H 0.38 0.85 6.13
H 2.79 0.64 6.61
H 4.43 0.76 4.76
H 4.91 0.60 2.46
H 4.16 2.09 1.90
H 3.63 0.56 1.23
I 3.72 -1.35 -1.03
C 4.09 -2.27 0.85
I 2.40 -2.37 2.13
H 4.85 -1.68 1.36
H 4.43 -3.28 0.66
F -0.70 -2.45 0.90
Sb -2.09 -2.45 2.34
F -1.56 -4.14 2.86
F -3.34 -3.08 1.13
F -3.26 -2.01 3.69
F -2.20 -0.70 1.46
F -0.61 -1.61 3.20
C -7.64 4.41 0.58
C -6.65 4.56 -0.58
C -7.26 3.90 -1.81
C -6.45 6.05 -0.89
C -5.32 3.94 -0.18
C -4.61 4.46 0.91
C -3.39 3.96 1.34
C -2.89 2.89 0.64
O -1.72 2.18 0.82
B -1.74 1.16 -0.12
O -2.85 1.28 -0.94
C -3.57 2.36 -0.43
C -4.78 2.85 -0.87
H -8.60 4.86 0.32
H -7.28 4.91 1.49
H -7.81 3.36 0.82
H -8.20 4.38 -2.06
H -7.47 2.84 -1.64
H -6.60 3.98 -2.68
H -7.40 6.50 -1.19
H -5.74 6.19 -1.71
H -6.08 6.60 -0.02
H -5.03 5.30 1.45
H -2.87 4.39 2.19
H -5.27 2.40 -1.72
```

=====

2.
A molecular structure, C34H35BrF4MnN5O3PS2. Source: OMol25; level of theory: ωB97M-V/def2-TZVPD.

Summary:
- highest occupied orbital energy (alpha / beta) (eV) = -10.349 / -10.354
- molecular weight (g/mol) = 867.628
- frontier orbital gap (alpha / beta) (eV) = 6.60 / 7.83
- LUMO (alpha / beta) (Ha) = -0.138 / -0.093
- calculated total energy (Ha) = -7078.2107
- total charge = +1
- multiplicity = 5

The geometry in XYZ format:
```
86
C34H35BrF4MnN5O3PS2 ωB97M-V/def2-TZVPD
Mn -0.13 -0.61 -0.20
F 2.85 3.28 5.84
C 2.58 2.42 4.89
C 3.20 1.18 4.85
F 4.10 0.86 5.77
C 2.89 0.29 3.85
F 3.55 -0.87 3.87
C 1.95 0.56 2.85
P 1.60 -0.74 1.56
C 3.27 -0.85 0.81
C 4.27 -1.73 1.19
C 5.51 -1.70 0.56
C 5.74 -0.80 -0.47
C 4.74 0.08 -0.86
C 3.51 0.05 -0.23
C 1.43 -2.24 2.58
C 0.95 -2.20 3.89
C 0.84 -3.36 4.63
C 1.20 -4.58 4.08
C 1.65 -4.64 2.77
C 1.76 -3.48 2.02
C 1.35 1.82 2.89
Br 0.12 2.42 1.60
C 1.66 2.73 3.90
F 1.08 3.92 3.93
H 4.12 -2.44 1.99
H 6.28 -2.39 0.87
H 6.71 -0.78 -0.96
H 4.92 0.78 -1.67
H 2.72 0.73 -0.54
H 0.65 -1.25 4.33
H 0.49 -3.31 5.65
H 1.14 -5.49 4.67
H 1.93 -5.59 2.33
H 2.13 -3.52 1.01
C -5.31 -0.07 2.81
C -4.27 -0.39 3.89
N -3.56 -1.63 3.59
C -2.44 -1.71 2.85
S -1.52 -0.32 2.47
N -2.02 -2.91 2.47
C -2.58 -4.19 2.87
C -3.76 -4.64 2.01
H -5.88 0.81 3.10
H -6.00 -0.90 2.69
H -4.81 0.11 1.86
H -4.75 -0.51 4.86
H -3.54 0.40 3.96
H -4.12 -2.47 3.65
H -1.29 -2.92 1.77
H -2.88 -4.14 3.92
H -1.78 -4.92 2.79
H -4.60 -3.95 2.07
H -4.11 -5.62 2.35
H -3.46 -4.73 0.96
C 0.41 1.67 -2.07
O 0.56 0.81 -0.99
H 1.38 2.08 -2.35
H -0.26 2.51 -1.81
H 0.00 1.15 -2.94
S -2.60 0.40 -0.34
C -3.12 1.20 -1.75
N -4.06 2.17 -1.58
C -4.66 2.83 -2.60
C -4.30 2.58 -3.88
C -3.30 1.61 -4.12
C -2.72 0.93 -3.08
H -4.31 2.36 -0.62
H -5.41 3.56 -2.32
H -4.79 3.10 -4.70
H -3.00 1.40 -5.13
H -1.97 0.19 -3.26
C -0.05 -3.26 -5.30
N -0.07 -3.16 -3.85
C 0.05 -4.24 -3.05
C -0.05 -4.16 -1.70
C -0.27 -2.87 -1.16
O -0.38 -2.59 0.09
N -0.36 -1.79 -1.96
C -0.30 -1.88 -3.32
O -0.43 -0.93 -4.08
H 0.17 -4.29 -5.59
H 0.71 -2.59 -5.71
H -1.01 -2.97 -5.71
H 0.24 -5.18 -3.55
H 0.04 -5.03 -1.07
```

=====

3.
A molecular structure, C34H35BrN5ORuTe. Source: OMol25; level of theory: ωB97M-V/def2-TZVPD.

Summary:
- highest occupied orbital energy (alpha / beta) (eV) = -10.779 / -12.695
- molecular weight (g/mol) = 838.262
- frontier orbital gap (alpha / beta) (eV) = 5.32 / 4.12
- LUMO (alpha / beta) (Ha) = -0.201 / -0.315
- calculated total energy (Ha) = -4601.9797
- total charge = +2
- multiplicity = 6

The geometry in XYZ format:
```
78
C34H35BrN5ORuTe ωB97M-V/def2-TZVPD
Ru 0.78 0.68 0.52
Br -4.97 5.39 -0.64
C -3.53 4.17 -0.71
C -3.13 3.64 -1.93
C -2.07 2.74 -1.97
C -1.39 2.36 -0.81
O -0.40 1.47 -0.93
C -1.78 2.93 0.45
C -1.14 2.68 1.68
N -0.05 1.88 1.90
C 0.53 1.77 3.14
C 0.13 2.44 4.31
C 0.78 2.19 5.52
C 1.82 1.29 5.61
C 2.27 0.61 4.45
C 3.33 -0.31 4.44
C 3.69 -0.93 3.26
C 3.00 -0.64 2.10
N 1.98 0.23 2.07
C 1.61 0.86 3.22
C -2.87 3.83 0.45
H -3.63 3.94 -2.84
H -1.74 2.33 -2.91
H -1.55 3.22 2.52
H -0.66 3.17 4.28
H 0.45 2.71 6.40
H 2.31 1.10 6.56
H 3.86 -0.52 5.36
H 4.50 -1.64 3.23
H 3.25 -1.12 1.16
H -3.20 4.26 1.39
C 3.75 0.08 -3.94
C 4.16 0.74 -2.61
C 4.35 2.26 -2.80
C 5.45 0.10 -2.06
C 3.09 0.53 -1.64
N 2.25 0.36 -0.88
H 4.54 0.23 -4.66
H 2.83 0.53 -4.33
H 3.59 -0.99 -3.81
H 5.15 2.42 -3.51
H 4.62 2.74 -1.86
H 3.44 2.72 -3.18
H 6.25 0.26 -2.78
H 5.33 -0.97 -1.92
H 5.74 0.56 -1.12
C -2.64 -0.82 -2.04
Te -0.53 -0.83 -2.38
C -0.96 -2.67 -3.41
C -2.44 -2.70 -3.68
C -3.00 -3.60 -4.58
C -4.36 -3.57 -4.83
C -5.17 -2.65 -4.18
C -4.62 -1.76 -3.27
C -3.26 -1.78 -3.02
H -3.01 0.20 -2.14
H -2.80 -1.14 -1.00
H -0.64 -3.50 -2.77
H -0.37 -2.74 -4.33
H -2.36 -4.32 -5.08
H -4.78 -4.26 -5.55
H -6.23 -2.62 -4.40
H -5.26 -1.05 -2.76
C -2.27 -1.39 4.68
C -1.54 -1.54 3.39
C -0.76 -2.57 2.89
C -0.30 -2.13 1.65
N -0.77 -0.90 1.39
N -1.51 -0.56 2.46
C 0.53 -2.88 0.66
H -2.50 -2.37 5.09
H -3.21 -0.84 4.54
H -1.66 -0.85 5.39
H -0.56 -3.51 3.37
H -2.00 0.31 2.48
H 1.07 -3.69 1.15
H 1.26 -2.22 0.18
H -0.11 -3.31 -0.11
```

=====

4.
A molecular structure, C34H35ClF2N5PS2Zr. Source: OMol25; level of theory: ωB97M-V/def2-TZVPD.

Summary:
- highest occupied orbital energy (eV) = -13.729
- molecular weight (g/mol) = 773.470
- frontier orbital gap (eV) = 7.85
- LUMO (Ha) = -0.216
- calculated total energy (Ha) = -3434.8273
- total charge = +2

The geometry in XYZ format:
```
81
C34H35ClF2N5PS2Zr ωB97M-V/def2-TZVPD
Zr 0.52 -0.70 0.45
N -1.02 -2.09 -0.79
C -0.81 -2.71 -2.13
C 0.14 -3.89 -2.04
C 1.53 -3.51 -1.56
N 1.53 -2.99 -0.17
H -1.38 -2.82 -0.18
H -1.80 -1.44 -0.86
H -0.43 -1.94 -2.81
H -1.77 -3.03 -2.53
H 0.22 -4.35 -3.02
H -0.29 -4.65 -1.38
H 1.95 -2.75 -2.21
H 2.19 -4.38 -1.63
H 2.49 -2.81 0.10
H 1.24 -3.75 0.45
F 3.86 -2.18 4.74
C 3.77 -1.67 3.52
C 2.53 -1.60 2.91
C 2.40 -1.08 1.63
C 3.56 -0.61 0.98
C 4.79 -0.71 1.63
F 5.92 -0.31 1.03
C 4.92 -1.23 2.90
C 3.43 -0.13 -0.41
C 4.41 0.56 -1.12
C 4.21 0.82 -2.47
C 3.04 0.41 -3.09
C 2.08 -0.17 -2.32
N 2.24 -0.44 -1.01
H 1.69 -1.97 3.48
H 5.89 -1.29 3.38
H 5.32 0.86 -0.64
H 4.98 1.34 -3.03
H 2.87 0.59 -4.15
H 1.11 -0.42 -2.74
Cl -1.19 -5.52 3.49
C -1.09 -3.80 3.51
C -1.49 -3.06 4.60
C -1.39 -1.69 4.53
C -0.90 -1.10 3.38
N -0.49 -1.82 2.32
C -0.60 -3.15 2.40
H -1.88 -3.56 5.48
H -1.70 -1.06 5.36
H -0.82 -0.02 3.31
H -0.28 -3.73 1.55
C 0.05 4.38 2.50
C 1.30 3.53 2.78
C 1.09 2.14 2.37
N 0.88 1.08 2.00
H 0.24 5.40 2.81
H -0.81 4.00 3.05
H -0.19 4.37 1.43
H 1.57 3.54 3.84
H 2.16 3.90 2.23
S 0.29 1.76 -0.90
P -1.70 1.51 -0.80
S -2.09 0.31 0.77
C -2.60 3.06 -0.67
C -2.57 3.94 -1.75
C -3.24 5.15 -1.67
C -3.95 5.47 -0.52
C -3.99 4.60 0.56
C -3.31 3.39 0.49
C -2.26 0.72 -2.32
C -1.53 0.83 -3.51
C -2.01 0.25 -4.67
C -3.22 -0.44 -4.66
C -3.95 -0.55 -3.48
C -3.47 0.03 -2.31
H -2.02 3.69 -2.65
H -3.22 5.84 -2.51
H -4.49 6.41 -0.46
H -4.55 4.85 1.45
H -3.34 2.70 1.32
H -0.59 1.37 -3.52
H -1.46 0.35 -5.60
H -3.60 -0.89 -5.57
H -4.89 -1.08 -3.47
H -4.05 -0.04 -1.40
```

=====

5.
A molecular structure, C34H35ClNO4ReS4SbTe. Source: OMol25; level of theory: ωB97M-V/def2-TZVPD.

Summary:
- highest occupied orbital energy (alpha / beta) (eV) = -13.239 / -13.217
- molecular weight (g/mol) = 1120.945
- frontier orbital gap (alpha / beta) (eV) = 5.95 / 5.63
- LUMO (alpha / beta) (Ha) = -0.268 / -0.279
- calculated total energy (Ha) = -4311.3025
- total charge = +2
- multiplicity = 2

The geometry in XYZ format:
```
82
C34H35ClNO4ReS4SbTe ωB97M-V/def2-TZVPD
Re 0.03 -0.14 -3.65
S 1.74 -2.91 -4.85
Sb -0.58 -3.72 -5.22
S -1.55 -1.52 -4.55
S 1.54 -1.84 -3.14
S -0.97 -4.71 -3.16
C 3.07 0.57 -0.90
C 3.83 0.78 -2.17
C 5.19 0.49 -2.24
C 5.90 0.67 -3.42
Cl 7.60 0.36 -3.44
C 5.26 1.09 -4.56
C 3.90 1.38 -4.51
C 3.21 1.24 -3.32
O 1.84 1.59 -3.22
C 1.41 2.63 -4.11
C 0.97 2.04 -5.42
O 1.00 2.57 -6.47
O 0.51 0.74 -5.22
H 3.74 0.36 -0.07
H 2.40 -0.29 -1.01
H 2.47 1.44 -0.65
H 5.71 0.15 -1.35
H 5.81 1.21 -5.49
H 3.41 1.71 -5.42
H 2.19 3.37 -4.28
H 0.55 3.10 -3.64
C 2.40 2.97 5.41
C 1.84 2.10 4.32
C 1.86 0.71 4.41
C 1.36 -0.09 3.41
C 1.46 -1.60 3.56
C 0.80 0.54 2.29
Te 0.06 -0.76 0.82
N -0.78 0.01 -2.03
C -1.65 0.45 -1.18
O -1.40 0.44 0.13
C -2.97 0.95 -1.56
C -3.29 1.22 -2.89
C -4.56 1.65 -3.23
C -5.52 1.82 -2.23
C -5.21 1.57 -0.90
C -3.94 1.14 -0.56
C -1.33 -1.90 1.88
C -2.18 -1.35 2.85
C -2.19 0.10 3.28
C -3.06 -2.22 3.47
C -3.11 -3.58 3.17
C -4.05 -4.51 3.90
C -2.26 -4.08 2.19
C -1.36 -3.27 1.52
C -0.48 -3.87 0.44
C 0.83 1.93 2.11
C 0.36 2.64 0.86
C 1.33 2.68 3.16
H 2.95 2.38 6.15
H 1.60 3.49 5.93
H 3.08 3.72 5.01
H 2.30 0.25 5.29
H 2.42 -1.87 4.00
H 1.42 -2.14 2.60
H 0.67 -2.00 4.20
H -2.55 1.11 -3.66
H -4.81 1.86 -4.26
H -6.51 2.16 -2.50
H -5.96 1.71 -0.13
H -3.69 0.95 0.48
H -1.86 0.78 2.50
H -1.53 0.25 4.14
H -3.19 0.39 3.59
H -3.74 -1.83 4.22
H -4.71 -3.96 4.57
H -3.48 -5.22 4.50
H -4.65 -5.08 3.19
H -2.30 -5.14 1.94
H -0.75 -4.90 0.26
H 0.58 -3.86 0.73
H -0.57 -3.34 -0.51
H 0.45 2.01 -0.03
H 0.97 3.53 0.69
H -0.68 2.96 0.94
H 1.35 3.76 3.06
```

=====

6.
A molecular structure, C34H35CrN5O2P. Source: OMol25; level of theory: ωB97M-V/def2-TZVPD.

Summary:
- highest occupied orbital energy (alpha / beta) (eV) = -13.998 / -13.965
- molecular weight (g/mol) = 628.657
- frontier orbital gap (alpha / beta) (eV) = 7.15 / 6.90
- LUMO (alpha / beta) (Ha) = -0.252 / -0.260
- calculated total energy (Ha) = -3126.2548
- total charge = +2
- multiplicity = 4

The geometry in XYZ format:
```
78
C34H35CrN5O2P ωB97M-V/def2-TZVPD
Cr -0.31 0.01 -0.06
C -2.10 2.24 2.56
C -1.68 1.53 3.82
C -2.20 2.01 5.03
C -1.90 1.40 6.23
C -1.09 0.27 6.27
C -0.57 -0.22 5.09
C -0.85 0.41 3.86
P -0.07 -0.37 2.41
C -0.26 -2.16 2.70
C 0.85 -3.00 2.55
C 0.72 -4.38 2.65
C -0.53 -4.93 2.92
C -1.63 -4.10 3.09
C -1.52 -2.71 2.99
C -2.74 -1.87 3.26
C 1.71 -0.04 2.50
C 2.39 0.28 3.68
C 3.76 0.45 3.66
C 4.46 0.29 2.47
C 3.78 -0.02 1.30
C 2.40 -0.19 1.29
C 1.68 -0.49 0.01
H -3.16 2.47 2.60
H -1.91 1.66 1.66
H -1.58 3.20 2.46
H -2.85 2.87 5.01
H -2.32 1.80 7.15
H -0.87 -0.22 7.20
H 0.03 -1.12 5.11
H 1.83 -2.58 2.35
H 1.58 -5.02 2.53
H -0.65 -6.00 3.00
H -2.59 -4.53 3.33
H -3.64 -2.41 2.99
H -2.72 -0.92 2.72
H -2.81 -1.61 4.32
H 1.84 0.42 4.60
H 4.28 0.71 4.57
H 5.53 0.41 2.45
H 4.34 -0.14 0.38
H 1.81 -1.55 -0.28
H 2.17 0.08 -0.79
C -0.35 -2.21 -5.33
C -1.40 -2.14 -4.43
C -1.35 -1.26 -3.36
C -0.24 -0.44 -3.23
C 0.82 -0.48 -4.13
C 0.76 -1.38 -5.18
N -0.18 0.47 -2.12
N 0.15 1.63 -2.43
C 0.36 2.50 -1.33
C 0.72 3.80 -1.61
C 1.02 4.63 -0.54
C 0.97 4.12 0.74
C 0.58 2.80 0.93
N 0.26 1.99 -0.09
H -0.39 -2.91 -6.16
H -2.28 -2.77 -4.57
H -2.19 -1.17 -2.69
H 1.67 0.17 -4.00
H 1.58 -1.44 -5.88
H 0.77 4.12 -2.64
H 1.31 5.66 -0.72
H 1.22 4.72 1.60
H 0.54 2.37 1.92
C -5.10 -0.19 0.03
O -4.23 -1.33 -0.16
C -2.95 -1.11 -0.18
O -2.42 0.00 -0.08
N -2.21 -2.23 -0.32
N -0.82 -2.07 -0.34
H -6.10 -0.60 0.09
H -5.01 0.49 -0.82
H -4.83 0.32 0.96
H -2.62 -3.15 -0.35
H -0.45 -2.40 -1.24
H -0.39 -2.59 0.42
```